(1)
11
Properties=species:S:1:pos:R:3:lowdin_charge:R:1 method="wB97M-V/def2-TZVPD" max_force_ev_per_a=2.57 lumo_ev=0.198 total_charge=0 gap_ev=8.87 smiles=CSS.N
C 1.2428 0.6185 -1.3630 -0.498
S 0.8332 -0.9838 -0.6428 0.411
S -1.1990 -1.1529 -1.3894 0.333
H 0.5778 1.0946 -2.0700 0.029
H 1.7311 1.2372 -0.6138 0.027
H 2.0791 0.3013 -2.0102 0.014
H -1.7698 -1.3274 -0.1980 -0.236
N -0.8903 0.0114 2.0425 0.011
H -0.8611 -0.0104 3.0459 0.000
H -1.2208 0.9121 1.7485 0.007
H -0.5231 -0.7007 1.4503 -0.098

=====

(2)
14
Properties=species:S:1:pos:R:3:lowdin_charge:R:1 method="wB97M-V/def2-TZVPD" max_force_ev_per_a=1.43 lumo_ev="-0.216 / -0.215" total_charge=0 gap_ev="7.87 / 7.87"
C 0.1341 -0.1952 1.2820 -0.156
N 0.9919 0.4000 0.2082 -0.120
N 0.8128 1.6734 0.1018 0.031
C 0.1877 -0.5485 -1.1744 -0.235
C -1.0566 -0.2611 0.4061 -0.251
N 0.5927 -1.6557 -1.5994 0.068
O -1.6741 0.9014 0.1606 -0.010
H 1.2529 1.9709 -0.7746 0.070
H -0.9620 1.6160 0.1673 0.082
H 0.9367 -2.2855 -0.8749 0.049
H 0.5317 -1.1699 1.5535 0.117
H 0.0681 0.4713 2.1414 0.119
H -0.1562 0.2311 -1.8656 0.096
H -1.6596 -1.1481 0.2680 0.139

=====

(3)
126
Properties=species:S:1:pos:R:3:lowdin_charge:R:1 method="wB97M-V/def2-TZVPD" max_force_ev_per_a=4.16 lumo_ev=0.434 total_charge=0 gap_ev=9.68
H -4.2658 -0.2118 -4.3787 0.038
N -3.3563 0.2780 -4.3647 0.078
C -3.1302 0.5597 -3.1015 -0.206
C -4.1642 0.1599 -1.9392 -0.091
C -3.4238 -0.5081 -0.6626 -0.352
C -2.7048 0.6786 0.1232 -0.113
C -1.4240 0.1733 0.9894 -0.164
C -0.1279 0.6386 0.1788 -0.212
C 1.2566 0.0498 0.7768 -0.188
C 2.3387 0.1286 -0.4303 -0.205
C 2.6774 -1.3014 -1.0727 -0.203
C 1.5910 -1.7771 -2.1897 -0.177
C 0.5832 -2.8066 -1.4261 -0.199
C 1.3128 -4.2248 -1.3368 -0.206
C 0.5786 -5.3164 -0.4245 -0.195
C -0.0402 -4.7671 0.9456 -0.233
C 0.9808 -4.7417 2.1853 -0.246
C 2.3656 -4.0003 1.9020 -0.122
O -2.4758 -1.4199 -1.3169 -0.040
C -3.2675 -2.5263 -1.7394 -0.334
O -3.2920 -2.9701 -2.8938 0.115
C -4.0751 -2.9367 -0.4126 -0.180
O -3.0985 -3.6412 0.4000 -0.041
C -4.4499 -1.4595 0.1344 -0.122
C -4.6353 -1.2918 1.7209 -0.166
N -6.0985 -1.3769 2.0787 -0.143
C -6.6506 -2.7257 1.7440 -0.149
H -2.1713 1.1368 -2.8730 0.119
H -4.6395 1.1297 -1.5762 0.104
H -5.0052 -0.5027 -2.3580 0.131
H -2.3489 1.4799 -0.6228 0.105
H -3.4953 1.1811 0.7703 0.117
H -1.4960 -0.9649 1.1326 0.118
H -1.4231 0.7347 1.9941 0.120
H -0.2084 0.1880 -0.8781 0.101
H -0.0543 1.7746 0.1665 0.124
H 1.1312 -0.9992 1.1965 0.081
H 1.6310 0.6992 1.6510 0.112
H 1.8835 0.7777 -1.2606 0.098
H 3.3265 0.5635 -0.0337 0.104
H 2.6072 -2.0620 -0.2091 0.074
H 3.7298 -1.3997 -1.4920 0.103
H 0.9954 -0.8815 -2.6037 0.104
H 2.1063 -2.2981 -3.0631 0.105
H -0.4050 -2.8367 -2.0049 0.106
H 0.4063 -2.3182 -0.3979 0.087
H 1.3142 -4.6508 -2.4100 0.119
H 2.4040 -4.0371 -1.0799 0.091
H -0.2184 -5.9276 -0.9725 0.106
H 1.3892 -6.0816 -0.1239 0.114
H -0.8731 -5.5097 1.2426 0.109
H -0.5446 -3.7509 0.8753 0.082
H 1.1099 -5.8373 2.5132 0.109
H 0.4930 -4.1966 3.0744 0.109
H 2.2868 -2.8522 1.9162 0.066
H 3.0566 -4.2539 2.7919 0.067
H 2.9201 -4.3814 0.9782 0.068
H -4.9344 -3.5955 -0.7689 0.160
H -2.6453 -4.3214 -0.1386 0.099
H -5.4848 -1.2063 -0.2886 0.139
H -4.2576 -0.3062 2.1398 0.114
H -4.0424 -2.1398 2.2120 0.128
H -6.5977 -0.6824 1.4964 0.099
H -6.0325 -3.5827 2.1741 0.098
H -7.6933 -2.8051 2.2226 0.088
H -6.8012 -2.8551 0.6204 0.071
C 6.3581 -2.6867 3.9131 -0.112
C 6.7414 -3.5560 5.1029 -0.271
C 5.5310 -4.1843 5.7971 -0.230
C 4.5450 -3.1852 6.4082 -0.232
C 5.1497 -2.2297 7.4385 -0.273
C 5.7042 -2.9486 8.6616 -0.115
H 5.7299 -1.8442 4.2116 0.066
H 7.2548 -2.2783 3.4403 0.070
H 5.8181 -3.2726 3.1644 0.068
H 7.3297 -2.9675 5.8142 0.098
H 7.3996 -4.3588 4.7544 0.105
H 5.8872 -4.8701 6.5729 0.100
H 4.9908 -4.8074 5.0736 0.104
H 3.7299 -3.7468 6.8791 0.109
H 4.0796 -2.5952 5.6118 0.098
H 4.3704 -1.5334 7.7668 0.104
H 5.9343 -1.6176 6.9833 0.098
H 4.9201 -3.5214 9.1635 0.075
H 6.1027 -2.2240 9.3760 0.069
H 6.5153 -3.6308 8.3972 0.065
C 4.4154 1.6357 -3.8149 -0.105
C 5.4204 2.5148 -3.0834 -0.266
C 4.7736 3.3967 -2.0131 -0.227
C 3.7536 4.4098 -2.5395 -0.230
C 4.2926 5.3816 -3.5908 -0.272
C 5.4096 6.2710 -3.0602 -0.115
H 3.6680 2.2292 -4.3464 0.068
H 4.9270 1.0122 -4.5525 0.072
H 3.8980 0.9747 -3.1140 0.059
H 5.9684 3.1275 -3.8065 0.098
H 6.1656 1.8722 -2.6026 0.105
H 5.5632 3.9215 -1.4651 0.101
H 4.2762 2.7536 -1.2765 0.096
H 3.3654 4.9839 -1.6901 0.109
H 2.8926 3.8793 -2.9594 0.099
H 3.4693 6.0201 -3.9291 0.104
H 4.6416 4.8391 -4.4748 0.098
H 5.0625 6.8642 -2.2101 0.075
H 5.7440 6.9608 -3.8390 0.069
H 6.2764 5.6868 -2.7431 0.065
C -7.9593 6.8761 -2.0801 -0.115
C -6.4585 6.9153 -2.3344 -0.273
C -6.0518 6.1942 -3.6214 -0.229
C -6.3630 4.6955 -3.6490 -0.226
C -5.7323 3.8848 -2.5158 -0.269
C -4.2096 3.9146 -2.5407 -0.111
H -8.3246 5.8533 -1.9626 0.065
H -8.2008 7.4197 -1.1632 0.069
H -8.5038 7.3449 -2.9039 0.076
H -5.9284 6.4938 -1.4742 0.098
H -6.1410 7.9610 -2.4050 0.105
H -4.9810 6.3500 -3.7887 0.101
H -6.5583 6.6699 -4.4700 0.110
H -6.0242 4.2889 -4.6088 0.112
H -7.4474 4.5454 -3.6277 0.101
H -6.0624 2.8437 -2.6071 0.095
H -6.0923 4.2354 -1.5434 0.101
H -3.8294 3.5141 -3.4840 0.076
H -3.8081 3.3037 -1.7275 0.049
H -3.8222 4.9280 -2.4139 0.070

=====

(4)
28
Properties=species:S:1:pos:R:3:lowdin_charge:R:1 method="wB97M-V/def2-TZVPD" max_force_ev_per_a=0.92 lumo_ev=0.194 total_charge=0 gap_ev=9.33 smiles=COC[C@@H](OCB(O)OC)B(N)O
C 2.9667 1.6170 0.9240 -0.104
O 3.1918 0.6867 -0.1116 -0.185
C 2.0863 0.5220 -0.9883 -0.159
C 1.0165 -0.4005 -0.3972 -0.227
O -0.0898 -0.4778 -1.2884 -0.131
C -1.0253 0.5928 -1.1880 -0.076
B -2.1179 0.3579 -0.0585 -0.571
O -1.8596 -0.4139 1.0745 0.144
O -3.3303 0.9402 -0.2526 0.043
C -4.5130 0.4748 0.3881 -0.054
B 1.5068 -1.8887 -0.0551 -0.551
N 0.6530 -3.0240 -0.2825 0.182
O 2.7546 -2.1133 0.4601 0.161
H 2.4412 1.1743 1.7781 0.086
H 3.9367 1.9703 1.2692 0.090
H 2.3908 2.4785 0.5692 0.091
H 2.4661 0.1015 -1.9183 0.141
H 1.6645 1.5111 -1.2072 0.117
H 0.6966 0.0428 0.5619 0.139
H -0.5173 1.5590 -1.0590 0.116
H -1.5342 0.6625 -2.1519 0.124
H -1.5865 0.1105 1.8342 0.114
H -4.2956 0.0315 1.3590 0.085
H -4.9956 -0.2630 -0.2518 0.096
H -5.1866 1.3182 0.5198 0.090
H 0.2088 -3.4007 0.5433 0.081
H -0.0643 -2.8290 -0.9689 0.067
H 3.1354 -1.3408 0.8978 0.091

=====

(5)
146
Properties=species:S:1:pos:R:3:mulliken_spin:R:1 method="wB97M-V/def2-TZVPD" max_force_ev_per_a=5.31 lumo_ev="-2.833 / -8.559" total_charge=+1 s_squared=0.761 gap_ev="8.63 / 2.90" multiplicity=2
Tl 3.9862 -1.0238 0.1027 0.024
C -0.6207 -1.8938 1.9026 0.031
F -0.5377 -2.9638 2.7276 0.006
F -1.9284 -1.7681 1.6299 0.003
F -0.2190 -0.7569 2.4108 -0.015
S 0.4592 -2.1924 0.3192 0.003
O 1.6056 -2.9714 0.7582 -0.002
O -0.4888 -2.8257 -0.6221 -0.024
N 1.1181 -0.6722 -0.2087 0.626
S -0.0217 -0.1083 -1.1602 0.026
O 0.2925 -0.4167 -2.5439 0.200
O -1.4267 -0.2778 -0.7192 0.130
C 0.3338 1.7208 -1.0226 -0.015
F -0.3525 2.3063 -1.9907 0.000
F 0.0509 2.2673 0.2008 -0.002
F 1.6679 1.7893 -1.1616 -0.009
C -5.6643 1.1344 1.1907 0.001
C -4.1736 0.9172 0.8053 -0.001
O -4.1208 0.3919 -0.5342 0.002
O -6.2987 2.1556 0.4457 0.000
H -5.8584 1.3130 2.2483 0.000
H -6.1126 0.1876 0.8894 0.000
H -3.7798 0.1238 1.4405 0.001
H -3.6646 1.8778 0.8857 0.000
H -3.2063 0.1139 -0.6234 0.001
H -6.6618 1.6593 -0.2914 0.000
C 2.6443 -3.0007 -2.7812 -0.008
C 3.4898 -1.9960 -3.5801 0.003
O 3.8938 -0.8581 -2.8456 0.002
O 3.4185 -3.4444 -1.6656 0.001
H 2.3788 -3.8336 -3.4323 0.000
H 1.6919 -2.6543 -2.3800 0.006
H 3.0295 -1.6652 -4.5110 0.001
H 4.4179 -2.3668 -4.0151 0.001
H 4.2607 -0.2701 -3.5099 -0.001
H 3.2253 -4.3729 -1.5167 0.000
C 3.2858 -5.7333 4.1820 0.000
C 2.3767 -4.5484 3.9088 0.000
O 2.7950 -3.4419 4.6569 0.000
O 2.7063 -6.5893 5.2158 0.000
H 4.3054 -5.3717 4.3151 0.000
H 3.3531 -6.3717 3.3011 0.000
H 1.3249 -4.7264 4.1326 0.000
H 2.3209 -4.3230 2.8438 0.000
H 2.7716 -3.5701 5.6081 0.000
H 2.6854 -6.0915 6.0364 0.000
C -4.1215 -2.3542 4.8735 0.000
C -3.3667 -3.6252 4.7987 0.000
O -4.0663 -4.6214 4.0653 0.000
O -4.3675 -1.6509 3.6558 0.000
H -3.5024 -1.6648 5.4476 0.000
H -5.1224 -2.4557 5.2930 0.000
H -3.3891 -4.0033 5.8208 0.000
H -2.3389 -3.5448 4.4448 0.000
H -4.5568 -5.1945 4.6591 0.000
H -4.9337 -2.2457 3.1585 0.000
C -2.4848 4.9012 -1.7584 0.000
C -3.6976 3.9233 -1.8569 0.000
O -4.6000 4.1786 -0.8066 0.000
O -3.0139 6.2965 -1.9645 0.000
H -1.8163 4.5553 -2.5468 0.000
H -1.9574 4.8534 -0.8057 0.000
H -3.2469 2.9370 -1.7462 0.000
H -4.2370 4.0054 -2.8005 0.000
H -4.8062 3.2738 -0.5608 0.000
H -3.6121 6.3506 -1.2156 0.000
C 2.6590 -0.2677 3.7162 0.000
C 2.4955 1.0661 2.8553 0.001
O 3.6608 1.2080 2.1260 -0.001
O 2.8362 -1.4634 2.8943 0.004
H 1.7673 -0.3701 4.3346 0.000
H 3.4824 -0.2124 4.4282 0.000
H 2.3056 1.9162 3.5106 0.000
H 1.5997 1.0490 2.2346 0.000
H 3.8109 2.1447 1.9788 0.000
H 2.9201 -2.1565 3.5533 0.000
C 1.7997 4.7414 -3.8700 0.000
C 1.1788 3.8627 -4.8994 0.000
O 0.8302 4.5389 -6.0457 0.000
O 3.1602 5.0016 -4.2554 0.000
H 1.7663 4.3394 -2.8573 0.000
H 1.3271 5.7221 -3.8171 0.000
H 0.1985 3.5951 -4.5052 0.000
H 1.7404 2.9368 -5.0231 0.000
H 1.5847 4.6887 -6.6202 0.000
H 3.2408 5.6038 -4.9987 0.000
C -2.0198 0.9670 -5.3290 0.000
C -0.6541 0.8227 -6.0752 0.000
O -0.4200 1.8798 -6.9016 0.001
O -1.9846 2.0445 -4.3964 0.000
H -2.2372 0.0857 -4.7254 0.001
H -2.7596 1.1594 -6.1061 0.000
H -0.5149 -0.1840 -6.4693 0.000
H 0.0730 0.7922 -5.2638 0.000
H -0.2747 2.5942 -6.2770 0.000
H -2.4304 2.7992 -4.7881 0.000
C -3.3222 -3.5680 -2.6132 -0.001
C -2.5937 -2.4869 -3.3660 0.001
O -2.3020 -2.7638 -4.7293 0.000
O -4.7292 -3.6791 -2.8737 0.000
H -3.2713 -3.2027 -1.5875 0.000
H -2.8485 -4.5469 -2.6881 0.000
H -1.6800 -2.2519 -2.8199 -0.004
H -3.0347 -1.4901 -3.3754 0.001
H -3.1939 -2.8225 -5.0796 0.000
H -4.8442 -3.8245 -3.8156 0.000
C 4.8291 2.2360 -1.9839 0.001
C 5.3880 3.6695 -1.8735 0.000
O 4.3249 4.5369 -1.8619 0.000
O 4.3869 1.7836 -0.6700 0.001
H 5.6886 1.7205 -2.4123 0.000
H 4.0132 2.0427 -2.6804 0.000
H 6.0838 3.8902 -2.6830 0.000
H 5.8763 3.7917 -0.9067 0.000
H 3.9667 4.7371 -2.7297 0.000
H 3.9895 2.5473 -0.2453 0.000
C -1.8901 1.3337 4.8934 0.000
C -0.4470 1.8568 5.2415 0.000
O 0.1792 0.8799 6.0603 0.000
O -2.6966 1.4875 6.0364 0.000
H -1.9554 0.3277 4.4789 0.000
H -2.3201 1.9681 4.1183 0.000
H -0.4265 2.8378 5.7162 0.000
H 0.1657 1.9185 4.3421 0.000
H 1.0796 1.1499 6.2553 0.000
H -2.5376 0.8321 6.7195 0.000
C -1.8217 -7.2638 0.2330 0.000
C -0.8417 -6.1467 0.6915 0.000
O 0.4534 -6.5969 1.1363 0.000
O -2.6983 -7.7703 1.2529 0.000
H -1.2385 -8.0950 -0.1634 0.000
H -2.5339 -6.8836 -0.4993 0.000
H -1.3031 -5.6951 1.5697 0.000
H -0.7868 -5.3179 -0.0142 0.000
H 0.2739 -6.7128 2.0722 0.000
H -3.3954 -7.1311 1.4175 0.000
C 3.0423 4.8861 1.5842 0.000
C 4.1220 5.8846 1.1562 0.000
O 3.8549 6.5054 -0.0355 0.000
O 2.8931 3.7829 0.7322 0.000
H 2.0959 5.4132 1.7049 0.000
H 3.2680 4.5166 2.5846 0.000
H 5.0820 5.3689 1.1331 0.000
H 4.2167 6.6695 1.9067 0.000
H 4.0664 5.9232 -0.7690 0.000
H 2.7148 4.0733 -0.1653 0.000